ORCA calculation (ωB97M-V/def2-TZVPD) on 8 unconnected molecules or ions with the total composition C50H109BN7O19 at a distorted geometry.

Each line ends with the Mulliken charge.
Atoms and positions in Å:
O (-14.64162, 5.31165, -2.83106)  -0.538
C (-13.51789, 5.73236, -2.82420)  0.472
O (-13.09133, 6.82237, -3.42975)  0.301
B (-11.65040, 7.06696, -3.19560)  0.583
O (-11.25797, 5.99040, -2.31823)  -0.163
C (-12.28211, 5.23384, -1.98603)  0.089
O (-12.21007, 4.39801, -1.15595)  -0.657
O (-11.44976, 8.39601, -2.56872)  -0.690
C (-10.64448, 9.11321, -3.31761)  0.590
O (-10.15166, 10.15308, -3.06486)  -0.637
C (-10.31630, 8.27983, -4.58526)  0.482
O (-10.92724, 7.10877, -4.46946)  -0.186
O (-9.42642, 8.52327, -5.32814)  -0.618
C (-16.48262, 10.64708, -9.70772)  -2.117
C (-16.49516, 10.67404, -8.19218)  2.275
C (-16.49439, 9.23358, -7.68054)  -1.818
C (-16.14537, 9.04593, -6.22758)  -0.121
C (-14.84584, 9.76624, -5.92711)  -1.631
C (-14.82982, 11.24842, -6.30885)  2.234
N (-15.29574, 11.33822, -7.70631)  0.286
O (-15.13423, 12.65432, -8.21468)  -0.530
C (-15.62192, 12.17093, -5.39592)  -1.558
C (-13.36447, 11.67028, -6.26131)  -2.261
C (-17.79890, 11.30077, -7.66513)  -1.883
H (-16.40817, 11.63469, -10.16805)  0.388
H (-17.28703, 10.05074, -10.13228)  0.412
H (-15.53060, 10.20481, -10.03359)  0.490
H (-17.44385, 8.71284, -7.89369)  0.411
H (-15.92501, 8.57477, -8.35524)  0.329
H (-16.06120, 7.97890, -5.99163)  0.661
H (-16.89303, 9.36979, -5.49618)  -0.008
H (-14.05311, 9.24020, -6.47776)  0.315
H (-14.45907, 9.62424, -4.91331)  0.458
H (-16.69656, 12.00792, -5.37330)  0.268
H (-15.30766, 11.99174, -4.36322)  0.271
H (-15.37089, 13.21654, -5.57440)  0.386
H (-13.01495, 11.66770, -5.22936)  0.368
H (-12.69182, 10.99753, -6.79320)  0.430
H (-13.28701, 12.68110, -6.66099)  0.571
H (-18.05693, 11.00388, -6.64735)  0.210
H (-18.67027, 11.12943, -8.30180)  0.451
H (-17.71254, 12.39293, -7.59871)  0.354
H (-14.41834, 12.57924, -8.85550)  0.353
C (-6.92866, 7.09441, 0.48026)  -2.027
C (-6.92602, 5.84245, -0.39633)  1.831
C (-7.79773, 6.15735, -1.60822)  -0.555
C (-7.54870, 5.24381, -2.79916)  -0.201
C (-6.09867, 5.40325, -3.19037)  -1.583
C (-5.15135, 4.96504, -2.09204)  1.989
N (-5.55468, 5.59568, -0.82697)  0.534
O (-4.63605, 5.52275, 0.23536)  -0.519
C (-5.25426, 3.44092, -1.89880)  -1.868
C (-3.69388, 5.30884, -2.35043)  -1.957
C (-7.52871, 4.72941, 0.46343)  -1.904
H (-6.21473, 7.05861, 1.30531)  0.536
H (-7.89717, 7.31869, 0.93700)  0.237
H (-6.71256, 7.99981, -0.09763)  0.447
H (-8.82753, 6.16536, -1.24766)  -0.388
H (-7.56783, 7.17272, -1.94956)  0.461
H (-8.27666, 5.54918, -3.55537)  -0.021
H (-7.77257, 4.19828, -2.56397)  0.304
H (-6.03867, 6.45680, -3.50849)  0.413
H (-5.83210, 4.92621, -4.14136)  0.451
H (-4.84935, 2.88857, -2.75722)  0.453
H (-4.57338, 3.17426, -1.08372)  0.417
H (-6.23626, 3.02271, -1.69718)  0.309
H (-3.23972, 4.49652, -2.93005)  0.392
H (-3.53747, 6.22573, -2.91630)  0.388
H (-3.10728, 5.28918, -1.43551)  0.444
H (-6.84566, 4.54640, 1.30614)  0.478
H (-7.57587, 3.72621, 0.03405)  0.280
H (-8.46543, 5.03608, 0.92604)  0.326
H (-4.35619, 6.44040, 0.33739)  0.339
C (-19.47882, 6.40395, 0.85096)  -0.698
O (-18.63816, 5.36002, 1.29290)  -0.074
C (-19.41175, 4.21062, 1.58825)  -0.733
C (-18.55277, 3.01179, 1.91722)  0.172
N (-17.66064, 3.25462, 3.05277)  -0.244
C (-16.38578, 2.55182, 2.99357)  -0.946
C (-15.55029, 2.88362, 1.77696)  -0.515
O (-15.81897, 4.21145, 1.42244)  -0.099
C (-15.17492, 4.62235, 0.23271)  -0.213
H (-19.25527, 7.28070, 1.45825)  0.195
H (-20.53796, 6.16187, 0.96883)  0.481
H (-19.29796, 6.60133, -0.20698)  0.055
H (-19.95379, 3.98108, 0.65896)  0.445
H (-20.13778, 4.44195, 2.37930)  0.325
H (-17.91034, 2.88770, 1.03977)  -0.469
H (-19.10741, 2.06950, 2.01856)  0.456
H (-18.09271, 2.97792, 3.92553)  0.274
H (-16.48308, 1.44264, 2.93890)  0.300
H (-15.96314, 2.65388, 3.99622)  0.373
H (-15.70081, 2.18788, 0.93224)  0.202
H (-14.45970, 2.74075, 1.89781)  0.485
H (-14.11302, 4.41193, 0.34068)  0.476
H (-15.46925, 5.66899, 0.13538)  -0.316
H (-15.62133, 4.17620, -0.66137)  0.064
C (-11.73370, 7.97138, 0.28784)  -0.149
O (-11.84882, 7.93234, 1.70337)  -0.453
C (-12.80898, 6.95164, 2.04788)  0.299
C (-13.19858, 6.89164, 3.52540)  -1.225
N (-14.12139, 7.89647, 4.05600)  -0.453
C (-13.49824, 9.25624, 3.93286)  -0.168
C (-12.27035, 9.45799, 4.81537)  -0.560
O (-12.62398, 10.18938, 5.98632)  -0.388
C (-11.61448, 11.04313, 6.47902)  -0.724
H (-11.06318, 8.78507, 0.02046)  0.338
H (-12.67418, 8.25462, -0.20521)  -0.094
H (-11.40570, 6.99039, -0.05801)  0.200
H (-12.43208, 5.95864, 1.76577)  0.467
H (-13.75580, 7.12146, 1.50640)  -0.114
H (-12.32452, 6.67054, 4.14008)  0.405
H (-13.69714, 5.90952, 3.51235)  0.314
H (-14.81930, 7.96875, 3.31207)  0.307
H (-14.29383, 9.93070, 4.25701)  0.591
H (-13.24734, 9.52383, 2.90473)  0.063
H (-11.49461, 9.97925, 4.24066)  0.386
H (-11.89107, 8.47963, 5.13194)  0.158
H (-11.89613, 11.47390, 7.43448)  0.247
H (-11.47892, 11.85925, 5.74905)  0.306
H (-10.64717, 10.52577, 6.54265)  0.305
C (-13.26053, 4.72318, -6.31776)  -0.391
O (-12.98447, 3.91590, -7.46208)  -0.572
C (-12.49638, 2.64370, -7.15898)  -0.072
C (-10.92382, 2.54844, -7.13282)  -0.706
N (-10.37523, 3.61483, -7.99441)  -0.439
C (-9.23315, 4.26435, -7.36164)  0.086
C (-8.43375, 5.10946, -8.34246)  -0.919
O (-7.08252, 5.37948, -8.07814)  -0.436
C (-6.83932, 6.09002, -6.88440)  -0.194
H (-12.32968, 4.81636, -5.74181)  0.234
H (-14.05046, 4.30227, -5.68954)  0.312
H (-13.52453, 5.70910, -6.69337)  0.164
H (-12.84638, 1.96431, -7.94012)  0.421
H (-12.93398, 2.21540, -6.25018)  0.003
H (-10.62563, 1.58422, -7.55326)  0.380
H (-10.53803, 2.55525, -6.10771)  0.260
H (-11.13845, 4.26565, -8.12295)  0.375
H (-8.50969, 3.50746, -7.03458)  0.405
H (-9.51011, 4.87903, -6.49236)  0.009
H (-8.97080, 6.04503, -8.57429)  0.347
H (-8.37621, 4.64269, -9.32879)  0.350
H (-5.78643, 6.25290, -6.65816)  0.298
H (-7.21864, 5.48178, -6.05184)  -0.091
H (-7.34550, 7.06145, -6.88145)  0.271
C (-19.22971, 7.88864, -4.79124)  -0.495
O (-19.36893, 6.55830, -4.30744)  -0.494
C (-18.34948, 6.00666, -3.50216)  0.723
C (-18.51393, 4.48419, -3.50881)  -0.530
N (-17.82105, 4.00123, -2.30404)  0.309
C (-17.60001, 2.55277, -2.42693)  -0.964
C (-16.57042, 2.14252, -3.47791)  -0.032
O (-16.08582, 0.86719, -3.17033)  -0.404
C (-15.20703, 0.36808, -4.16014)  -0.668
H (-18.39572, 7.90405, -5.49812)  0.095
H (-19.21098, 8.71004, -4.07050)  0.225
H (-20.10500, 8.01116, -5.43685)  0.394
H (-18.40724, 6.40744, -2.47993)  -0.346
H (-17.29171, 6.15219, -3.78054)  -0.126
H (-18.04997, 4.17738, -4.44795)  0.232
H (-19.56734, 4.24098, -3.39990)  0.438
H (-16.86021, 4.34479, -2.26530)  -0.462
H (-18.52219, 1.99029, -2.58657)  0.604
H (-17.18609, 2.11824, -1.50590)  0.002
H (-15.73942, 2.85641, -3.58948)  0.162
H (-17.03004, 2.12367, -4.47899)  0.405
H (-14.98066, -0.66837, -3.93168)  0.283
H (-14.30561, 0.99606, -4.13304)  0.216
H (-15.65919, 0.44702, -5.15719)  0.311
C (-15.82586, 8.19150, -1.96354)  0.083
C (-15.72230, 9.21279, -0.86463)  1.706
C (-15.38403, 10.61846, -1.28526)  -0.580
O (-15.41381, 11.46042, -0.14768)  -0.342
C (-15.13035, 12.78335, -0.52322)  -0.771
N (-16.88999, 9.17801, 0.04706)  -0.727
H (-16.66284, 8.39752, -2.64784)  0.126
H (-16.06378, 7.23792, -1.48877)  -0.580
H (-15.02877, 8.03033, -2.68423)  -0.097
H (-14.95161, 8.85206, -0.15895)  -1.020
H (-16.07116, 10.94658, -2.07643)  0.372
H (-14.35439, 10.64350, -1.66717)  0.333
H (-15.68058, 13.07376, -1.42939)  0.277
H (-14.08255, 12.88913, -0.85198)  0.297
H (-15.30932, 13.46857, 0.29849)  0.288
H (-16.90982, 8.30125, 0.56594)  0.171
H (-16.78106, 9.84727, 0.80294)  0.405

2S+1   1
Highest occupied orbital energy   -6.19 eV
Energy above the lowest of the compared OMol25 structures with the same formula, charge and spin   0.000 eV
DFT total energy   -103625.435 eV
Total charge   -1